Record 1
{
  "formula": "C38H44BBaF2IN5O3P2S",
  "method": "the ωB97M-V functional and the def2-TZVPD basis",
  "homo_lumo_gap_ha": 0.239,
  "spin_multiplicity": 1,
  "charge": -1,
  "e_above_lowest_kcal_mol": 0.00,
  "species": ["Ba", "C", "C", "O", "N", "C", "C", "C", "C", "C", "C", "N", "H", "H", "H", "H", "H", "H", "H", "H", "H", "H", "N", "C", "C", "C", "O", "O", "H", "H", "H", "H", "H", "H", "C", "C", "P", "C", "C", "C", "C", "C", "C", "C", "C", "C", "C", "C", "C", "P", "C", "C", "C", "C", "C", "C", "C", "C", "C", "C", "C", "C", "H", "H", "H", "H", "H", "H", "H", "H", "H", "H", "H", "H", "H", "H", "H", "H", "H", "H", "H", "H", "H", "H", "H", "H", "F", "B", "F", "I", "N", "C", "N", "S", "H", "H", "H", "H"],
  "positions_angstrom": [[-1.224, 1.118, -2.050], [-5.919, -0.091, -2.406], [-4.819, 0.094, -1.404], [-3.652, -0.191, -1.675], [-5.150, 0.573, -0.193], [-4.129, 0.879, 0.805], [-3.450, -0.361, 1.337], [-4.145, -1.238, 2.162], [-3.497, -2.342, 2.687], [-2.161, -2.529, 2.382], [-1.548, -1.604, 1.550], [-2.167, -0.554, 1.016], [-5.775, 0.663, -3.185], [-6.914, 0.013, -1.974], [-5.810, -1.076, -2.858], [-6.095, 0.874, -0.039], [-4.632, 1.394, 1.624], [-3.386, 1.566, 0.396], [-5.186, -1.041, 2.388], [-4.023, -3.037, 3.331], [-1.596, -3.367, 2.766], [-0.500, -1.730, 1.301], [0.480, 3.482, -1.988], [0.097, 4.714, -1.268], [-1.415, 4.969, -1.278], [-2.194, 4.128, -0.257], [-2.816, 4.712, 0.634], [-2.109, 2.862, -0.397], [1.482, 3.337, -1.910], [0.337, 3.607, -2.989], [0.599, 5.587, -1.701], [0.453, 4.624, -0.238], [-1.818, 4.769, -2.277], [-1.595, 6.018, -1.048], [2.048, -0.018, 0.791], [1.039, -0.011, -0.349], [1.135, -1.405, -1.607], [1.043, -2.904, -0.548], [-0.102, -3.688, -0.665], [-0.276, -4.812, 0.136], [0.694, -5.165, 1.059], [1.856, -4.406, 1.165], [2.033, -3.292, 0.361], [2.909, -1.349, -2.051], [3.516, -0.136, -2.381], [4.833, -0.093, -2.811], [5.568, -1.265, -2.924], [4.971, -2.478, -2.617], [3.653, -2.520, -2.186], [2.060, 1.581, 1.706], [0.467, 1.508, 2.599], [-0.483, 2.480, 2.309], [-1.722, 2.480, 2.941], [-2.010, 1.495, 3.871], [-1.073, 0.506, 4.162], [0.159, 0.512, 3.529], [3.208, 1.165, 3.075], [4.126, 0.118, 3.043], [4.998, -0.096, 4.104], [4.966, 0.731, 5.215], [4.058, 1.782, 5.258], [3.194, 1.998, 4.197], [3.055, -0.166, 0.393], [1.843, -0.832, 1.490], [1.154, 0.886, -0.939], [0.030, -0.009, 0.037], [-0.867, -3.420, -1.390], [-1.176, -5.404, 0.029], [0.560, -6.039, 1.685], [2.628, -4.689, 1.870], [2.957, -2.732, 0.423], [2.950, 0.786, -2.330], [5.279, 0.859, -3.069], [6.597, -1.232, -3.260], [5.531, -3.400, -2.714], [3.200, -3.477, -1.952], [-0.266, 3.250, 1.581], [-2.438, 3.247, 2.669], [-2.971, 1.484, 4.371], [-1.307, -0.268, 4.882], [0.891, -0.254, 3.764], [4.172, -0.546, 2.190], [5.702, -0.918, 4.059], [5.643, 0.561, 6.043], [4.023, 2.436, 6.121], [2.485, 2.818, 4.242], [1.584, 0.238, -5.309], [1.069, 1.126, -4.395], [1.868, 2.244, -4.397], [-3.599, 2.554, -4.202], [-0.640, -1.941, -5.053], [-1.823, -1.971, -4.412], [-2.509, -0.808, -4.408], [-2.455, -3.369, -3.735], [-0.138, -1.067, -5.168], [-0.094, -2.783, -5.005], [-2.214, 0.015, -4.917], [-3.312, -0.717, -3.823]]
}



Record 2
{
  "formula": "C38H44BCoN6S4",
  "method": "the ωB97M-V functional and the def2-TZVPD basis",
  "homo_lumo_gap_ha": [0.278, 0.301],
  "s2": 1.19,
  "spin_multiplicity": 2,
  "charge": 1,
  "species": ["Co", "C", "C", "S", "C", "C", "S", "C", "C", "S", "C", "C", "S", "H", "H", "H", "H", "H", "H", "H", "H", "H", "H", "H", "H", "H", "H", "H", "H", "C", "C", "C", "C", "N", "N", "B", "N", "N", "C", "C", "C", "C", "C", "C", "C", "C", "C", "C", "N", "N", "C", "C", "C", "C", "C", "C", "C", "C", "C", "C", "C", "C", "C", "C", "C", "C", "H", "H", "H", "H", "H", "H", "H", "H", "H", "H", "H", "H", "H", "H", "H", "H", "H", "H", "H", "H", "H", "H", "H", "H", "H", "H", "H", "H"],
  "positions_angstrom": [[0.202, 0.141, 0.088], [-2.043, -0.937, -3.635], [-0.594, -0.596, -3.996], [0.435, 0.381, -2.842], [-0.229, 2.048, -3.056], [-1.618, 2.317, -2.485], [-1.775, 1.751, -0.773], [-3.542, 1.363, -0.738], [-4.001, 0.702, 0.554], [-3.256, -0.902, 0.942], [-4.146, -2.018, -0.188], [-3.897, -1.856, -1.694], [-2.116, -1.714, -2.006], [-2.429, -1.621, -4.393], [-2.674, -0.049, -3.636], [-0.577, -0.044, -4.936], [-0.021, -1.510, -4.138], [-0.209, 2.288, -4.119], [0.503, 2.689, -2.561], [-2.398, 1.843, -3.076], [-1.796, 3.392, -2.491], [-3.748, 0.735, -1.598], [-4.062, 2.315, -0.862], [-5.084, 0.573, 0.510], [-3.776, 1.337, 1.412], [-5.213, -1.935, 0.020], [-3.820, -3.008, 0.134], [-4.414, -0.983, -2.090], [-4.286, -2.730, -2.216], [3.099, -1.317, 4.279], [2.933, -0.703, 2.929], [3.872, -0.089, 2.123], [3.183, 0.330, 0.978], [1.908, -0.037, 1.092], [1.752, -0.662, 2.285], [0.342, -1.163, 2.724], [-0.538, 0.103, 2.821], [-0.404, 1.046, 1.857], [-0.929, 2.176, 2.332], [-1.483, 1.932, 3.595], [-1.198, 0.608, 3.878], [-1.529, -0.193, 5.093], [-0.784, 3.472, 1.654], [-1.804, 4.415, 1.697], [-1.664, 5.626, 1.033], [-0.499, 5.907, 0.331], [0.535, 4.978, 0.309], [0.395, 3.770, 0.972], [-0.117, -2.152, 1.629], [0.176, -1.884, 0.329], [0.132, -3.044, -0.327], [-0.318, -4.049, 0.536], [-0.442, -3.450, 1.775], [-0.823, -4.061, 3.082], [0.696, -3.252, -1.669], [1.880, -2.615, -2.031], [2.484, -2.889, -3.251], [1.917, -3.817, -4.113], [0.744, -4.472, -3.749], [0.139, -4.193, -2.535], [3.704, 1.064, -0.189], [2.864, 1.713, -1.094], [3.376, 2.401, -2.181], [4.748, 2.458, -2.381], [5.596, 1.824, -1.485], [5.079, 1.137, -0.399], [4.120, -1.172, 4.624], [2.894, -2.388, 4.252], [2.420, -0.864, 5.002], [4.916, 0.044, 2.353], [0.385, -1.722, 3.776], [-1.942, 2.657, 4.248], [-2.123, 0.411, 5.775], [-0.632, -0.525, 5.616], [-2.105, -1.080, 4.825], [-2.721, 4.194, 2.231], [-2.465, 6.353, 1.066], [-0.392, 6.852, -0.185], [1.458, 5.204, -0.212], [1.206, 3.049, 0.979], [-0.428, -5.097, 0.310], [-1.262, -5.041, 2.908], [-1.546, -3.441, 3.611], [0.046, -4.189, 3.731], [2.343, -1.922, -1.337], [3.402, -2.384, -3.522], [2.395, -4.044, -5.056], [0.301, -5.200, -4.417], [-0.783, -4.691, -2.261], [1.793, 1.701, -0.932], [2.712, 2.904, -2.873], [5.151, 3.001, -3.226], [6.667, 1.863, -1.635], [5.750, 0.637, 0.287]]
}



Record 3
{
  "formula": "C38H44BrKN2OS2",
  "method": "the ωB97M-V functional and the def2-TZVPD basis",
  "homo_lumo_gap_ha": 0.202,
  "spin_multiplicity": 1,
  "charge": 0,
  "e_above_lowest_kcal_mol": 2.70,
  "species": ["K", "C", "C", "C", "C", "C", "C", "H", "H", "H", "H", "H", "H", "C", "C", "C", "C", "C", "C", "C", "Br", "C", "O", "C", "C", "C", "C", "C", "C", "H", "H", "H", "H", "H", "H", "H", "H", "H", "H", "H", "H", "H", "H", "H", "H", "H", "H", "H", "H", "S", "C", "N", "C", "C", "N", "C", "C", "C", "C", "C", "C", "C", "C", "S", "C", "C", "C", "C", "C", "C", "C", "H", "H", "H", "H", "H", "H", "H", "H", "H", "H", "H", "H", "H", "H", "H", "H", "H", "H"],
  "positions_angstrom": [[0.425, -1.839, 1.812], [1.940, -4.048, 4.091], [1.896, -2.907, 4.875], [0.676, -2.372, 5.256], [-0.504, -2.976, 4.848], [-0.460, -4.122, 4.070], [0.761, -4.658, 3.691], [2.894, -4.460, 3.788], [2.818, -2.434, 5.191], [0.639, -1.471, 5.855], [-1.458, -2.540, 5.117], [-1.380, -4.588, 3.740], [0.792, -5.537, 3.060], [1.274, -6.647, -4.558], [1.826, -5.240, -4.830], [1.285, -4.778, -6.184], [3.356, -5.309, -4.929], [1.425, -4.301, -3.696], [1.856, -4.555, -2.399], [1.492, -3.709, -1.382], [2.156, -4.109, 0.373], [0.694, -2.539, -1.526], [0.451, -1.785, -0.519], [0.243, -2.305, -2.869], [0.631, -3.174, -3.881], [-0.541, -1.034, -3.204], [-1.567, -0.653, -2.125], [0.488, 0.094, -3.344], [-1.327, -1.133, -4.516], [1.561, -7.333, -5.359], [0.185, -6.626, -4.496], [1.654, -7.050, -3.619], [1.603, -5.472, -6.965], [1.659, -3.787, -6.448], [0.195, -4.746, -6.191], [3.658, -5.983, -5.735], [3.798, -5.674, -4.002], [3.772, -4.321, -5.131], [2.476, -5.414, -2.176], [0.296, -2.960, -4.880], [-1.079, -0.460, -1.173], [-2.286, -1.462, -1.970], [-2.123, 0.231, -2.451], [1.057, 0.201, -2.420], [-0.001, 1.049, -3.562], [1.187, -0.135, -4.150], [-2.008, -1.985, -4.513], [-0.687, -1.204, -5.396], [-1.920, -0.224, -4.637], [0.180, 0.822, 3.777], [-1.084, 1.773, 3.307], [-1.486, 2.876, 3.966], [-2.416, 3.796, 3.336], [-2.094, 3.857, 1.856], [-2.209, 2.521, 1.311], [-2.750, 2.406, -0.044], [-1.931, 3.218, -1.008], [-0.599, 2.870, -1.216], [0.189, 3.619, -2.071], [-0.346, 4.716, -2.731], [-1.672, 5.059, -2.537], [-2.462, 4.313, -1.674], [-1.867, 1.449, 2.052], [-2.291, -0.104, 1.678], [-0.895, 3.303, 5.232], [-0.001, 4.507, 5.069], [-0.262, 5.681, 5.766], [0.555, 6.790, 5.605], [1.632, 6.735, 4.738], [1.896, 5.568, 4.037], [1.087, 4.458, 4.202], [-2.276, 4.772, 3.799], [-3.449, 3.467, 3.501], [-1.091, 4.262, 1.687], [-2.807, 4.494, 1.332], [-3.795, 2.728, -0.028], [-2.723, 1.351, -0.308], [-0.191, 1.995, -0.718], [1.217, 3.328, -2.245], [0.270, 5.295, -3.407], [-2.093, 5.911, -3.054], [-3.501, 4.580, -1.520], [-0.345, 2.452, 5.626], [-1.718, 3.536, 5.914], [-1.107, 5.724, 6.443], [0.345, 7.698, 6.156], [2.270, 7.599, 4.607], [2.742, 5.522, 3.364], [1.300, 3.540, 3.667]]
}



Record 4
{
  "formula": "C38H44GeN14O3PTi",
  "method": "the ωB97M-V functional and the def2-TZVPD basis",
  "homo_lumo_gap_ha": [0.179, 0.179],
  "spin_multiplicity": 1,
  "charge": -1,
  "e_above_lowest_kcal_mol": 34.96,
  "species": ["Ti", "O", "C", "C", "C", "C", "C", "C", "N", "H", "H", "H", "H", "H", "H", "H", "N", "N", "C", "N", "N", "N", "O", "O", "H", "H", "H", "H", "H", "N", "C", "N", "C", "N", "C", "C", "N", "C", "C", "N", "H", "H", "H", "H", "H", "C", "N", "C", "N", "C", "N", "C", "P", "C", "C", "H", "H", "H", "H", "H", "H", "H", "H", "H", "H", "H", "H", "C", "Ge", "C", "C", "C", "C", "C", "C", "C", "C", "C", "C", "C", "C", "C", "C", "C", "C", "C", "C", "H", "H", "H", "H", "H", "H", "H", "H", "H", "H", "H", "H", "H", "H", "H"],
  "positions_angstrom": [[0.946, 0.574, -0.522], [0.216, 0.886, 1.231], [-0.912, 0.171, 1.606], [-0.635, -1.306, 1.524], [-1.345, -2.243, 2.264], [-1.017, -3.580, 2.150], [0.007, -3.941, 1.291], [0.640, -2.947, 0.565], [0.332, -1.651, 0.667], [-0.657, 2.494, 0.310], [-1.726, 0.371, 0.907], [-1.267, 0.458, 2.606], [-2.142, -1.910, 2.917], [-1.539, -4.328, 2.735], [0.309, -4.974, 1.172], [1.418, -3.206, -0.142], [3.380, 1.426, -2.381], [3.756, 2.245, -1.306], [2.766, 3.095, -0.775], [3.141, 4.260, -0.311], [1.491, 2.620, -0.764], [0.627, 3.728, -0.319], [-0.668, 3.278, -0.277], [0.937, 4.019, 1.042], [4.014, 0.645, -2.466], [3.330, 1.933, -3.259], [4.610, 2.764, -1.449], [4.125, 4.423, -0.489], [1.818, 4.446, 0.890], [4.576, -1.870, 0.454], [3.941, -0.752, 0.789], [2.965, -0.530, -0.064], [3.069, -1.581, -0.952], [4.037, -2.427, -0.662], [2.205, -1.621, -2.114], [2.310, -2.615, -3.094], [1.694, -2.572, -4.254], [0.931, -1.443, -4.438], [0.753, -0.500, -3.481], [1.347, -0.555, -2.254], [5.351, -2.313, 0.912], [4.228, -0.125, 1.618], [2.962, -3.464, -2.900], [0.441, -1.342, -5.400], [0.124, 0.363, -3.642], [3.559, 0.575, 5.505], [2.235, 0.117, 5.098], [1.239, 1.066, 5.596], [1.477, 2.443, 5.180], [2.823, 2.829, 5.594], [3.874, 1.940, 5.096], [3.957, 2.032, 3.623], [2.406, 1.564, 2.657], [2.135, -0.018, 3.634], [1.290, 2.608, 3.726], [4.310, -0.101, 5.087], [3.615, 0.525, 6.595], [1.250, 1.028, 6.688], [0.253, 0.758, 5.240], [2.862, 2.820, 6.687], [3.024, 3.841, 5.243], [4.803, 1.413, 3.300], [4.207, 3.062, 3.358], [2.849, -0.782, 3.313], [1.139, -0.396, 3.395], [0.258, 2.367, 3.465], [1.450, 3.651, 3.456], [-0.787, 0.566, -1.302], [-2.408, -0.175, -1.976], [-3.335, 0.798, -3.415], [-4.708, 1.050, -3.350], [-5.379, 1.668, -4.401], [-4.687, 2.043, -5.546], [-3.321, 1.804, -5.630], [-2.656, 1.193, -4.573], [-3.752, -0.230, -0.532], [-4.327, -1.406, -0.050], [-5.184, -1.390, 1.050], [-5.483, -0.192, 1.683], [-4.931, 0.994, 1.207], [-4.072, 0.971, 0.116], [-2.244, -2.009, -2.659], [-1.838, -3.025, -1.785], [-1.545, -4.302, -2.248], [-1.651, -4.589, -3.603], [-2.071, -3.600, -4.483], [-2.360, -2.322, -4.014], [-5.263, 0.757, -2.466], [-6.444, 1.856, -4.327], [-5.209, 2.520, -6.367], [-2.773, 2.094, -6.519], [-1.588, 1.024, -4.652], [-4.112, -2.349, -0.542], [-5.615, -2.317, 1.413], [-6.148, -0.178, 2.538], [-5.164, 1.935, 1.692], [-3.630, 1.899, -0.237], [-1.751, -2.809, -0.723], [-1.220, -5.068, -1.552], [-1.404, -5.577, -3.973], [-2.160, -3.820, -5.540], [-2.685, -1.560, -4.714]]
}